i) The following is a DFT calculation (wB97M-V/def2-TZVPD) of the molecule C7H19NSi.

Structure (XYZ):
```
28
Properties=species:S:1:pos:R:3
C -0.2925 2.9407 -1.3448
C -1.0363 1.7350 -0.5674
Si 0.4824 0.4089 0.2044
N 0.4397 0.2647 1.9351
C -0.0555 1.3583 2.8364
C 0.2264 -1.4267 -0.4429
C 1.5146 -2.2147 -0.3647
C -0.9326 -2.1508 0.3866
C -0.1691 -1.4270 -1.9674
H 0.5979 2.6714 -1.8756
H -1.0272 3.2784 -2.1138
H -0.1118 3.8915 -0.7074
H -1.4608 1.0073 -1.2343
H -1.6764 2.1290 0.1958
H 1.5261 1.1978 -0.4888
H 1.2111 -0.1159 2.3950
H -0.7015 1.8762 2.1394
H -0.5398 0.9410 3.7582
H 0.7670 1.8761 3.4329
H 1.7730 -2.2987 0.6863
H 1.4474 -3.1369 -0.7713
H 2.4506 -1.6991 -0.7254
H -0.9502 -1.8198 1.4499
H -0.9307 -3.2542 0.2428
H -1.9133 -1.8946 0.0530
H -1.1347 -1.0235 -2.1722
H 0.5221 -0.7567 -2.4648
H -0.0258 -2.3576 -2.4750
```

For the frontier orbital gap, the calculation gives 9.85 eV. The LUMO energy is 0.834 eV. Its HOMO energy is -0.331 Ha.


ii) The following is a DFT calculation (wB97M-V/def2-TZVPD) of a cluster of 2 separate species, C7H19NSi in total.

Structure (XYZ):
```
28
Properties=species:S:1:pos:R:3
C -0.4524 2.8550 0.7231
C -2.0686 -1.0565 -1.5264
C -1.6126 -2.1392 0.6848
C 2.4080 -1.4084 0.1944
C 2.5867 1.1034 0.0266
C -0.7213 1.7407 -0.4053
C -0.9814 -1.5068 -0.5753
N 1.6599 -0.1203 0.0307
Si 0.0105 0.0471 0.0264
H -1.3038 3.5306 0.8188
H -0.2780 2.3970 1.7144
H 0.4897 3.3905 0.5823
H -1.7186 -0.5285 -2.3786
H -2.6364 -1.9288 -1.9100
H -2.7436 -0.3631 -1.0424
H -2.1513 -1.3610 1.1422
H -0.9723 -2.6554 1.4825
H -2.3067 -3.0143 0.4093
H 1.7780 -2.0786 -0.3676
H 3.3976 -1.2461 -0.2014
H 2.4971 -1.9613 1.1644
H 2.0818 1.8151 -0.6157
H 2.6459 1.5619 0.9385
H 3.6316 0.8703 -0.4183
H -0.2390 2.1411 -1.3332
H -1.8374 1.6532 -0.6370
H -0.2047 -2.2537 -1.0503
H -0.9586 0.5160 2.5227
```

For the frontier orbital gap, the calculation gives 7.71 eV. The LUMO energy is 0.744 eV. Its HOMO energy is -0.256 Ha.


Which of them is most stable, and which least? Most stable: i); least stable: ii).